Record 1
Molecular formula: C3H5N5
Method: DFT, wB97M-V/def2-TZVPD

Values from the calculation:
SMILES string = [H]/N=C(/N)c1cnn[nH]1
largest force on an atom = 8.710 eV/A
orbital gap = 0.3729 Ha
ΔE to the lowest compared entry with this formula, charge and spin = 395.14 kJ/mol
charge = 0
total energy = -10638.779 eV

Structure (XYZ):
```
13
Properties=species:S:1:pos:R:3:forces:R:3
H -1.705 -0.993 1.915 -0.38 1.50 -1.99
N 0.649 0.230 -1.035 1.66 -0.67 -8.52
N -0.770 1.546 0.151 -0.88 7.36 -0.14
H 0.265 1.805 0.069 -2.62 -0.38 0.31
C 0.205 -0.482 -0.034 -1.60 2.97 2.51
N -1.868 -0.076 1.385 -1.89 -1.70 3.14
N 1.562 -0.589 -1.801 0.17 0.45 3.40
H 0.174 0.854 -1.769 0.48 -1.35 2.25
C -1.006 0.324 0.610 3.99 -2.69 -0.07
H 0.848 -2.128 0.942 1.55 -0.49 -0.18
H -1.401 2.463 0.357 1.75 -3.52 -0.17
N 1.884 -1.544 -0.977 0.07 0.46 -0.52
C 1.163 -1.409 0.187 -2.31 -1.93 -0.01
```
Forces are in eV/Å.

Record 2
Molecular formula: C11H14NO
Method: DFT, wB97M-V/def2-TZVPD

Values from the calculation:
SMILES string = CC(=O)C1=CC=C=C([NH+](C)C)C=C1
largest force on an atom = 5.727 eV/A
orbital gap (alpha / beta) = 0.3005 / 0.3004 Ha
ΔE to the lowest compared entry with this formula, charge and spin = 375.02 kJ/mol
charge = +1
total energy = -15159.265 eV

Structure (XYZ):
```
27
Properties=species:S:1:pos:R:3:forces:R:3
C -0.767 1.073 1.213 -0.50 0.27 1.30
N 1.431 -1.159 -1.697 -0.72 -0.98 1.99
H 1.882 -2.793 -2.827 3.18 -1.34 -1.71
H -1.873 4.315 2.321 0.18 -2.67 -0.10
H 0.443 -2.927 -2.205 -1.61 -0.69 1.18
C -0.920 -0.113 1.892 0.81 -1.63 -1.28
C -2.019 3.139 2.192 0.64 4.32 -3.70
C -0.451 0.391 -1.172 0.03 -0.11 -3.75
H -1.066 -0.313 2.942 0.11 1.36 0.50
H -2.546 2.831 2.968 -2.08 -1.54 4.14
H -0.654 0.596 -2.343 0.40 0.12 2.79
H -1.514 -2.103 1.790 -1.36 -2.01 0.66
C -0.743 2.375 2.040 1.05 0.83 -0.71
H 2.528 -0.984 0.112 -0.37 2.09 1.54
C 0.265 -0.780 -0.883 -2.92 -3.17 3.17
C -0.974 -1.425 1.242 0.93 2.68 -1.35
H -1.133 2.138 -0.732 -0.39 0.84 1.10
C -0.812 1.254 -0.201 -0.14 -0.21 -0.76
C 2.530 -1.498 -0.780 2.19 -4.20 0.16
H 3.588 -1.488 -1.172 -1.48 0.26 -0.35
H 2.409 -2.546 -0.336 -0.21 1.10 -1.19
H 1.697 -0.281 -2.054 0.45 1.16 -1.70
C 1.058 -2.237 -2.679 -2.26 3.67 -1.23
H -2.827 3.082 1.407 1.34 -0.41 0.07
H 0.485 -1.716 -3.546 1.43 -1.29 1.26
C -0.345 -1.634 0.072 2.49 2.39 -1.74
O 0.327 2.803 2.436 -1.20 -0.85 -0.28
```
Forces are in eV/Å.

Record 3
Molecular formula: C45H55N8O5Zr
Method: DFT, wB97M-V/def2-TZVPD

Values from the calculation:
largest force on an atom = 1.114 eV/A
orbital gap = 0.2587 Ha
ΔE to the lowest compared entry with this formula, charge and spin = 71.60 kJ/mol
charge = +1
total energy = -70998.661 eV

Structure (XYZ):
```
114
Properties=species:S:1:pos:R:3:forces:R:3
O 0.035 1.496 -1.255 -0.02 0.49 -0.90
H 2.123 1.424 -0.904 -0.05 0.11 0.00
Zr -0.475 -0.153 -0.081 0.26 0.17 0.59
C -3.588 -0.502 2.577 -0.22 0.10 0.35
N -0.517 2.099 1.078 -0.17 -0.01 -0.03
H 2.680 -3.265 1.284 -0.03 0.00 -0.05
H 3.970 1.657 -2.576 0.03 0.02 -0.03
H 2.626 -2.585 3.660 -0.07 0.02 0.02
H 1.357 4.330 2.734 0.01 -0.06 0.04
H 2.817 -0.126 3.402 0.03 0.00 0.00
C -3.628 0.464 -0.942 -0.06 -0.10 -0.02
H 2.935 1.337 0.516 -0.07 0.02 0.08
C 4.661 1.693 -1.731 -0.04 -0.10 0.03
C -3.974 2.931 0.180 0.14 -0.23 -0.05
H -0.616 4.096 -1.482 0.04 0.05 0.00
O 0.963 -1.468 -1.014 -0.20 0.19 0.39
H -0.418 6.232 -2.731 0.01 0.00 -0.01
H -0.747 5.650 2.588 -0.01 0.01 -0.02
N 1.631 -1.611 -3.165 -0.26 0.19 0.00
H -2.207 1.707 4.887 0.02 0.03 -0.01
H 3.205 -2.595 -4.166 0.00 0.01 -0.01
H 5.653 1.946 -2.106 0.00 0.02 0.00
C -1.643 2.824 0.936 0.00 0.28 0.05
C -0.245 2.884 -3.205 0.12 0.09 0.13
H -5.694 0.560 -1.521 0.02 -0.03 0.00
H -3.132 5.757 1.887 -0.01 0.00 -0.01
O -0.346 -0.469 1.897 -0.17 -0.63 0.90
C -1.419 -1.546 -2.945 -0.14 0.08 0.15
H -1.404 -6.297 -0.650 -0.01 0.01 0.03
H 4.874 -0.649 -2.952 -0.01 -0.03 0.00
C 5.524 0.414 0.263 -0.06 0.03 -0.10
C 1.409 -2.152 -1.965 0.42 -0.16 -0.21
H -3.471 -0.264 4.656 0.10 0.02 0.01
C -2.813 -0.059 3.808 0.16 0.22 -0.24
C -2.510 -3.698 1.829 -0.07 -0.05 -0.02
N 1.737 -3.442 -1.774 0.00 -0.01 0.14
C 1.974 -2.068 2.952 -0.14 0.21 -0.28
H 5.038 1.040 1.016 0.02 0.01 0.01
O -1.639 -4.481 1.012 0.22 0.15 -0.08
C 2.163 -2.304 -4.319 0.06 -0.16 0.06
C -1.504 -1.404 5.325 0.05 -0.20 0.07
H -2.364 -1.250 5.966 0.02 0.00 -0.02
C 0.171 4.059 -5.262 -0.01 0.00 -0.01
H 1.443 -0.624 -3.231 0.01 0.03 0.05
H 1.509 -2.833 5.333 -0.01 -0.02 -0.06
C -1.366 -5.226 -2.521 0.03 -0.10 0.06
C -1.556 -4.215 -0.321 -0.17 0.21 0.26
C -2.485 1.437 3.867 -0.14 -0.10 -0.06
N 2.437 0.787 -0.184 0.08 0.03 0.09
H 5.190 -1.707 -1.564 0.05 -0.02 -0.01
C 1.735 -3.028 1.785 0.30 -0.02 0.26
C -3.043 4.785 1.420 -0.18 0.02 -0.06
C -1.424 -5.329 -1.135 -0.02 -0.01 -0.17
O -1.607 -1.821 -0.139 -0.20 -0.52 0.33
C -4.098 4.212 0.805 0.07 0.17 0.10
C -1.541 -0.860 4.045 0.10 0.11 -0.44
H -2.939 -0.560 1.729 0.21 -0.02 -0.65
H -3.345 2.046 3.574 0.01 0.04 -0.02
C -4.883 1.070 -1.022 -0.08 0.14 -0.02
C -0.426 -1.031 3.155 0.26 -0.12 0.88
H -6.016 2.811 -0.499 0.00 0.00 -0.02
H -1.640 1.669 3.226 0.02 0.04 -0.05
H -4.417 0.180 2.374 0.00 0.02 -0.08
C 2.693 -0.782 2.539 -0.03 -0.34 0.14
H -1.292 -6.118 -3.129 -0.02 0.00 0.00
C -0.389 4.099 -2.542 0.02 -0.10 0.05
H 2.105 -0.268 1.790 0.05 0.11 -0.06
C -5.057 2.309 -0.464 0.09 -0.08 0.00
H 1.901 -4.051 -2.555 0.02 -0.01 -0.01
C -0.433 1.614 -2.463 -0.07 -0.34 -0.78
C 0.000 5.270 -4.602 0.02 0.02 -0.03
H -2.707 -4.298 2.714 0.00 -0.02 -0.04
H 0.137 1.916 -5.072 0.01 0.01 -0.03
H 1.426 -3.868 -0.914 -0.05 0.02 -0.02
C -0.278 5.289 -3.244 -0.03 0.03 0.05
H 5.661 -0.585 0.681 -0.01 0.02 0.04
H 4.345 2.493 -1.060 0.02 0.02 0.00
C -1.503 -2.833 -2.300 -0.02 -0.06 0.39
H 1.055 -2.584 1.074 -0.22 0.03 -0.25
N 3.329 -0.140 -0.792 -0.02 0.05 -0.20
H 1.294 -3.958 2.148 0.00 0.00 -0.03
C 0.480 3.930 2.245 -0.13 0.16 0.04
H -0.442 -2.528 6.808 0.01 0.00 0.00
H 1.371 2.007 1.843 -0.02 -0.01 0.00
H -5.060 4.706 0.779 0.01 0.02 -0.04
H -1.494 -1.502 -4.031 -0.07 0.08 0.00
C 0.040 2.868 -4.568 -0.09 0.00 0.07
N -1.185 -0.465 -2.300 0.44 0.30 -0.30
H 2.109 -1.643 -5.179 0.01 0.02 0.01
H -3.449 -3.494 1.310 0.02 -0.01 -0.02
C -0.435 -2.121 5.806 -0.03 -0.05 0.15
H -1.442 -3.862 -4.177 0.04 -0.03 0.00
N -2.590 1.022 -0.347 0.13 -0.27 0.47
C 0.678 -1.774 3.684 -0.09 0.22 -0.43
H -2.048 -2.764 2.125 0.08 0.07 -0.02
C 0.500 2.638 1.714 0.08 -0.24 0.09
H 6.512 0.834 0.069 0.00 0.02 0.03
H 0.079 6.198 -5.152 0.02 0.00 0.01
H 6.406 -0.521 -2.067 0.01 -0.04 -0.02
C 0.643 -2.291 4.972 -0.05 -0.04 0.14
H 1.573 -3.195 -4.549 -0.02 0.02 -0.01
N -1.048 0.664 -3.099 -0.09 0.20 -0.29
H 3.358 -0.951 -0.183 -0.02 -0.06 0.00
C -0.676 4.661 2.153 0.08 -0.11 -0.02
C -1.551 -2.912 -0.886 -0.30 -0.59 -0.43
C -2.750 2.240 0.222 -0.25 0.14 0.13
H -4.006 -1.497 2.742 -0.01 0.02 -0.04
C -1.440 -3.981 -3.099 0.02 0.21 -0.09
C 5.335 -0.700 -1.964 -0.05 0.10 0.08
H 3.683 -1.014 2.140 0.00 0.06 -0.03
H 0.395 4.045 -6.320 0.00 0.01 0.00
C -1.787 4.106 1.497 0.11 -0.18 -0.05
H -3.472 -0.518 -1.366 0.04 0.00 0.04
C 4.707 0.337 -1.031 0.13 -0.05 -0.04
```
Forces are in eV/Å.

Record 4
Molecular formula: C40H49CaF5I2N7O3P2Te
Method: DFT, wB97M-V/def2-TZVPD

Values from the calculation:
largest force on an atom = 1.480 eV/A
orbital gap = 0.2042 Ha
ΔE to the lowest compared entry with this formula, charge and spin = 39.09 kJ/mol
charge = -1
total energy = -132953.272 eV

Structure (XYZ):
```
110
Properties=species:S:1:pos:R:3:forces:R:3
C 2.765 0.512 0.224 -0.29 0.14 -0.05
F -0.472 -1.108 -5.334 -0.02 -0.04 -0.16
O 5.947 3.837 0.958 -0.03 -0.08 -0.01
P -0.469 -2.948 0.771 -0.25 -0.05 -0.02
H 1.042 -5.378 2.204 -0.01 0.00 -0.03
C 4.058 0.952 -0.031 0.00 0.19 -0.13
N -2.167 -0.081 -3.846 -0.01 0.30 -0.18
H 4.376 2.181 1.621 0.05 -0.04 0.06
H 0.427 -6.658 1.166 -0.02 0.03 0.00
C -4.288 -4.267 1.641 0.04 0.01 -0.01
C 1.672 -2.422 2.510 0.08 -0.05 0.05
H -2.468 3.809 1.853 0.01 0.01 -0.03
C 4.466 3.096 -2.216 -0.03 -0.21 0.06
H -0.978 4.795 2.565 0.00 0.00 0.05
C 4.205 -0.784 -1.649 -0.06 -0.06 -0.03
C 4.944 2.686 -3.450 0.06 -0.09 -0.04
H 0.661 4.937 3.157 -0.01 -0.04 -0.01
N 5.387 3.404 -1.183 0.13 -0.10 0.10
P -0.650 1.437 2.167 -0.06 -0.10 -0.17
C -2.274 -3.034 1.060 0.04 -0.10 0.12
H 2.095 -3.428 2.582 -0.02 0.03 0.00
H 1.108 2.514 -5.639 0.00 -0.02 0.02
H 2.000 -1.870 3.397 -0.01 -0.02 -0.02
C -2.141 0.124 4.122 -0.03 -0.02 0.03
O 0.376 -1.065 -2.753 -0.41 -0.56 -0.84
H 2.718 3.498 -1.049 -0.02 0.02 0.05
H -0.300 1.073 5.898 0.00 0.00 -0.02
C 2.224 2.699 -2.976 -0.09 0.00 -0.06
H -0.495 3.940 4.038 0.01 0.02 -0.06
H -1.744 2.224 4.181 0.01 0.01 -0.02
H 4.447 1.931 -5.390 -0.01 0.02 0.03
H 2.204 -4.209 0.232 -0.03 -0.01 -0.02
H -2.476 0.072 5.163 0.01 0.02 -0.01
N -4.482 2.372 -4.559 -0.06 -0.01 0.02
H -4.647 4.106 0.784 0.01 -0.02 0.00
H -1.523 -3.280 3.608 0.02 0.01 -0.03
H -4.861 -0.935 1.756 0.01 0.00 0.01
C 0.502 3.536 0.740 -0.01 0.08 0.04
C 4.811 0.255 -0.964 -0.04 0.09 -0.05
C 0.277 3.056 2.172 -0.01 0.11 0.04
F -2.167 -2.885 -4.621 -0.06 -0.14 -0.07
H 2.171 0.997 0.994 -0.04 0.03 -0.04
C -4.312 -1.853 1.602 -0.01 -0.08 -0.04
H 4.747 -1.342 -2.401 -0.01 0.01 0.02
I -1.636 5.932 -1.283 -0.05 0.38 0.02
N 2.162 -0.461 -0.457 0.06 0.04 0.02
C -2.271 1.729 1.366 -0.13 0.06 0.08
C 0.211 -5.657 1.552 0.01 -0.04 0.04
C 3.095 3.148 -1.999 0.00 -0.11 0.02
H 1.306 -4.000 -1.282 -0.01 -0.01 0.02
H 1.241 2.717 2.574 0.04 0.04 -0.04
C 0.018 1.181 4.857 0.07 -0.04 0.03
H -0.432 3.892 0.302 0.12 -0.10 0.12
C -4.945 -3.060 1.838 -0.04 0.04 0.00
H -1.648 -0.819 3.883 -0.03 0.04 0.02
F 0.527 -3.146 -4.593 -0.02 -0.03 -0.20
H 6.014 2.642 -3.624 -0.03 0.01 0.02
C -0.439 -3.176 3.671 0.01 -0.01 0.07
C -4.764 2.051 0.139 0.02 -0.01 -0.03
H 5.834 0.544 -1.165 0.00 0.02 -0.02
C 4.059 2.274 -4.437 0.03 -0.04 -0.05
H 2.254 1.238 -6.065 0.01 0.03 0.01
H -4.792 -5.213 1.791 0.00 0.02 0.00
H 1.697 -5.622 -0.699 -0.01 0.02 0.01
H -2.422 -5.166 1.152 -0.01 0.02 0.01
H 2.104 -1.939 1.634 -0.05 0.02 -0.01
H 6.113 4.070 -1.386 0.00 0.08 -0.01
H 2.369 -1.865 -1.953 -0.03 0.06 0.00
C -0.171 4.236 3.038 -0.01 0.04 0.07
I -2.010 3.502 -2.257 0.00 -0.40 -0.18
C 1.399 -4.616 -0.389 0.06 0.01 0.01
C -3.209 -0.538 -5.960 -0.02 -0.03 0.06
C 1.730 1.712 -5.235 -0.01 0.00 -0.08
C -4.153 0.812 0.150 0.03 0.05 -0.03
H -3.023 0.201 3.486 0.03 0.02 0.02
H 1.154 2.705 -2.781 0.08 0.01 -0.01
C 0.080 -4.674 0.388 0.04 -0.04 0.04
F -0.645 -3.613 -2.606 0.00 -0.17 -0.09
H 0.891 2.753 0.089 0.02 -0.15 -0.04
C 5.321 3.147 0.167 -0.01 0.14 0.07
H 0.604 0.294 4.596 -0.03 0.03 0.00
F -2.150 -1.882 -2.263 -0.02 -0.15 -0.26
N 4.536 2.107 0.630 -0.05 -0.08 -0.05
H -5.977 -3.051 2.172 0.02 -0.01 0.00
C -3.018 0.257 -4.786 0.04 -0.04 0.28
C -4.169 3.134 0.778 0.02 -0.04 -0.03
H 1.209 4.372 0.725 -0.01 -0.02 -0.01
H -0.008 -4.168 3.809 -0.01 0.01 -0.02
H -0.683 -5.721 2.172 0.01 0.02 -0.03
N -3.441 -1.110 -6.930 0.02 0.05 0.02
C 2.690 2.237 -4.208 -0.05 0.06 0.11
H -0.208 -1.426 2.472 0.01 0.04 0.01
Ca -0.813 -0.686 -0.945 0.33 1.10 0.93
H -0.692 -5.029 -0.301 0.00 0.00 -0.03
H -5.707 2.174 -0.381 0.02 0.01 0.01
Te -0.765 -2.087 -3.734 0.67 0.13 0.15
H -0.210 -2.598 4.574 -0.01 -0.03 -0.03
H -4.615 -0.027 -0.354 -0.01 0.01 0.00
C -2.931 2.960 1.371 0.04 0.03 -0.05
C 2.876 -1.093 -1.392 0.14 -0.02 0.08
C -2.976 -1.794 1.146 -0.03 0.13 0.07
C -3.827 1.432 -4.643 0.13 0.01 -0.08
C -2.950 -4.229 1.273 0.00 -0.01 -0.02
C -2.922 0.604 0.802 -0.06 -0.15 0.13
H 1.069 0.966 -4.796 -0.08 -0.05 0.03
C -1.194 1.309 3.937 -0.03 -0.11 0.05
H 0.682 2.047 4.802 -0.03 -0.03 -0.01
C 0.145 -2.463 2.453 0.05 0.02 0.03
O -1.988 0.691 -2.854 -0.05 -0.10 0.09
N -2.295 -0.638 0.865 0.00 -0.04 0.11
```
Forces are in eV/Å.

Record 5
Molecular formula: C3H10N4O
Method: DFT, wB97M-V/def2-TZVPD

Values from the calculation:
largest force on an atom = 0.403 eV/A
orbital gap = 0.3017 Ha
ΔE to the lowest compared entry with this formula, charge and spin = 472.60 kJ/mol
charge = 0
total energy = -11277.302 eV

Structure (XYZ):
```
18
Properties=species:S:1:pos:R:3:forces:R:3
H -1.518 -1.871 1.375 0.02 0.04 -0.07
H -1.986 1.256 -0.980 0.01 -0.02 0.02
C 0.377 -0.446 0.143 0.03 -0.04 0.06
O -1.142 2.359 0.466 0.09 -0.26 -0.27
H -0.233 2.429 0.808 -0.04 0.02 -0.05
N 0.868 0.810 0.011 -0.28 0.00 -0.14
H 2.624 1.749 0.012 -0.03 -0.05 -0.03
C -1.624 -1.732 0.291 0.11 -0.08 -0.01
H 0.974 -2.382 0.440 -0.03 0.08 -0.01
H -1.349 -2.681 -0.196 -0.01 0.07 0.04
N -0.859 -0.616 -0.227 0.09 0.25 0.03
H 2.138 -1.184 0.775 -0.08 0.00 -0.03
H -0.398 2.030 -1.465 0.01 -0.02 0.05
N 1.159 -1.430 0.714 -0.06 0.08 -0.07
N 2.261 0.852 -0.282 -0.02 -0.09 0.01
C -1.041 1.671 -0.672 0.22 -0.02 0.34
H 2.429 0.755 -1.284 -0.06 0.05 0.10
H -2.681 -1.569 0.070 0.05 0.00 0.02
```
Forces are in eV/Å.